Entry 1:
ORCA calculation (ωB97M-V with the def2-TZVPD basis set) on C40H39N5O4S2V as an isolated structure at a distorted geometry.

```
91
Properties=species:S:1:pos:R:3:mulliken_spin:R:1
V -0.2671 -0.6854 0.8406 2.9489
C -1.0534 3.2854 -3.7919 0.0032
O -1.4391 4.3778 -2.9594 -0.0006
C -1.0278 4.2723 -1.6468 -0.0088
C -0.3118 5.3120 -1.1219 0.0060
C 0.0317 5.3447 0.2470 -0.0036
C -0.3507 4.2814 1.0314 0.0327
C -1.0340 3.1618 0.5181 0.0584
C -1.4382 2.1712 1.5140 -0.0509
N -1.5140 0.8896 1.4463 0.0062
N -2.2408 0.3839 2.5756 0.0501
C -2.2636 -0.9091 2.5756 -0.0078
O -1.7660 -1.6791 1.6688 -0.0337
C -2.9335 -1.5567 3.7576 0.0013
C -3.0250 -2.9379 3.7957 0.0047
C -3.6251 -3.5759 4.8810 0.0002
C -4.1278 -2.8277 5.9338 0.0007
C -4.0265 -1.4407 5.8998 0.0000
C -3.4283 -0.8082 4.8163 -0.0006
C -1.4826 3.1404 -0.8489 0.0308
O -2.2852 2.2926 -1.3241 0.0126
H -1.3439 2.3336 -3.3549 -0.0018
H -1.5550 3.4266 -4.7508 -0.0003
H 0.0307 3.3017 -3.9497 -0.0009
H -0.0444 6.1254 -1.7899 0.0014
H 0.5758 6.1813 0.6662 0.0004
H -0.1013 4.2790 2.0894 -0.0008
H -1.7202 2.5828 2.4870 0.0069
H -2.5973 -3.4988 2.9743 0.0019
H -3.6827 -4.6578 4.9049 0.0000
H -4.5835 -3.3196 6.7856 0.0002
H -4.4054 -0.8472 6.7237 0.0000
H -3.3290 0.2690 4.7702 -0.0001
C 4.4729 -1.1986 1.5837 -0.0025
C 3.0906 -0.6010 1.7004 0.0064
N 2.2311 -0.7384 0.7558 0.0024
N 2.7652 -1.3913 -0.3822 0.0156
C 2.1128 -2.4428 -0.7309 -0.0007
S 0.7585 -3.1884 0.0249 -0.0213
S 2.6366 -3.2251 -2.2567 0.0006
C 4.1395 -2.3000 -2.6685 -0.0007
C 3.9398 -1.0746 -3.5345 -0.0008
C 3.9248 0.2011 -2.9733 0.0005
C 3.7430 1.3259 -3.7722 0.0002
C 3.5670 1.1915 -5.1418 0.0001
C 3.5726 -0.0758 -5.7091 -0.0002
C 3.7604 -1.1960 -4.9070 0.0015
C 2.7335 0.1183 2.9463 0.0381
C 3.7262 0.7893 3.6648 0.0016
C 3.4757 1.4383 4.8639 0.0061
C 2.1723 1.3801 5.3764 -0.0020
C 1.1715 0.7152 4.7044 0.0107
C 1.3989 0.0604 3.4566 -0.0461
O 0.4432 -0.5338 2.8589 -0.0021
H 4.3941 -2.2448 1.2904 0.0009
H 5.0074 -1.1302 2.5291 -0.0002
H 5.0506 -0.7003 0.8008 0.0006
H 4.7986 -3.0141 -3.1669 -0.0001
H 4.5802 -2.0075 -1.7173 -0.0003
H 4.0132 0.2950 -1.8986 -0.0002
H 3.7128 2.3076 -3.3142 -0.0001
H 3.4037 2.0657 -5.7609 -0.0001
H 3.4222 -0.1949 -6.7756 0.0000
H 3.7555 -2.1856 -5.3537 0.0004
H 4.7304 0.8276 3.2515 -0.0004
H 4.2644 1.9668 5.3848 0.0011
H 1.9425 1.8743 6.3158 0.0000
H 0.1575 0.6768 5.0868 0.0008
C -4.6743 -2.5678 -0.8661 0.0007
N -3.7091 -1.5910 -1.4148 -0.0079
C -3.7636 -0.2969 -0.6546 0.0570
C -2.3153 -2.2231 -1.4806 0.0689
C -1.3141 -1.3113 -2.0989 -0.0125
C -1.2190 -1.3439 -3.4929 -0.0170
C -0.2634 -0.5863 -4.1483 0.0392
C 0.5904 0.1905 -3.3701 -0.0252
C 0.4683 0.2155 -1.9872 0.1658
C -0.4807 -0.5470 -1.2523 -0.3648
H -5.6632 -2.1167 -0.8297 0.0000
H -4.3373 -2.8131 0.1389 0.0000
H -4.6738 -3.4576 -1.4924 0.0002
H -3.9518 -1.3725 -2.3798 0.0002
H -3.5775 -0.5315 0.3851 -0.0273
H -4.7653 0.1090 -0.7977 0.0032
H -3.0139 0.3921 -1.0317 0.0018
H -2.4734 -3.1268 -2.0746 0.0017
H -2.0587 -2.4867 -0.4562 0.0015
H -1.8793 -1.9941 -4.0679 0.0002
H -0.1574 -0.6257 -5.2270 0.0018
H 1.3660 0.7734 -3.8557 -0.0057
H 1.1618 0.8524 -1.4420 0.0518
```

Total charge: -2
HOMO level (alpha / beta): -0.3 / -1.4 eV
Expectation value of S²: 3.767
Multiplicity: 4
Frontier orbital gap (alpha / beta): 4.2842 / 5.3737 eV


Entry 2:
ORCA calculation (ωB97M-V with the def2-TZVPD basis set) on one molecule with the formula C18H37BNO2P at a distorted geometry.

```
60
Properties=species:S:1:pos:R:3:lowdin_charge:R:1
C -7.4652 2.2955 -0.0104 -0.0949
C -6.5668 1.0797 -0.6095 -0.2585
O -5.4043 0.9260 0.2391 -0.0642
B -4.6077 -0.2292 -0.1442 -0.6450
O -4.8188 -0.7705 -1.4610 0.0491
P -3.3794 -0.9171 1.1862 0.7702
C -2.2994 -1.5897 2.6029 -0.4243
C -0.9674 -2.3533 2.1414 -0.2621
C 0.1496 -1.3961 1.4670 -0.2225
C 1.2522 -0.8812 2.5226 -0.2034
C 0.9449 0.5903 3.1056 -0.2093
C 2.3006 1.4500 3.3096 -0.2099
C 2.5707 2.4912 2.1123 -0.2108
C 3.7620 2.0694 1.1199 -0.2078
C 3.4448 2.4698 -0.4092 -0.2082
C 2.2458 1.5362 -1.0004 -0.1827
C 2.9457 0.3456 -1.8220 -0.1772
C 2.4767 0.2419 -3.3650 -0.1549
N 2.6436 -1.2107 -3.7498 -0.2206
C 1.5605 -2.1531 -3.7755 -0.0663
C 2.2610 -3.4684 -4.1738 -0.0824
C 3.7930 -3.1412 -4.3460 -0.0777
C 3.9921 -1.6274 -4.0575 -0.0649
H -7.9536 2.0026 0.9920 0.0803
H -8.2376 2.6716 -0.7637 0.0745
H -6.7798 3.1820 0.2323 0.0766
H -6.3108 1.3914 -1.6857 0.1292
H -7.2621 0.1743 -0.6352 0.1276
H -4.4067 -1.6596 -1.5273 0.0853
H -4.3427 -0.4840 2.2028 0.0139
H -3.4543 -2.2202 0.5290 0.0092
H -2.3566 -0.0249 0.7035 0.0106
H -2.0520 -0.7225 3.3041 0.0787
H -2.9539 -2.3326 3.1998 0.0831
H -0.4765 -2.7604 3.1053 0.0990
H -1.1687 -3.2929 1.5008 0.1030
H 0.7186 -2.0710 0.7208 0.1049
H -0.2834 -0.5434 0.8491 0.0727
H 2.2649 -0.8844 1.9972 0.0955
H 1.3289 -1.5816 3.4267 0.1093
H 0.5179 0.4343 4.1645 0.1044
H 0.1500 1.1602 2.5206 0.1021
H 3.1938 0.7704 3.5073 0.1091
H 2.1366 2.0756 4.2588 0.1021
H 1.5694 2.6737 1.5951 0.1020
H 2.8888 3.4809 2.6028 0.1080
H 4.0333 0.9715 1.2615 0.1064
H 4.6819 2.6788 1.4294 0.1067
H 3.0837 3.5483 -0.5161 0.1065
H 4.4162 2.3725 -1.0010 0.0998
H 1.7055 1.1083 -0.0737 0.0918
H 1.4676 2.1282 -1.5841 0.1071
H 4.0833 0.3859 -1.8141 0.1027
H 2.6412 -0.6606 -1.3428 0.1170
H 1.3949 0.6003 -3.5053 0.1232
H 3.1367 0.8673 -4.0698 0.1268
H 0.4879 -1.8993 -3.5212 0.1083
H 1.7389 -4.4676 -4.2821 0.0695
H 4.6413 -3.8467 -4.6092 0.0690
H 4.9233 -0.9842 -4.0545 0.1122
```

HOMO level: -7.8 eV
SMILES: CCOB(O)[PH3]CCCCCCCCCCCCn1cccc1
Frontier orbital gap: 8.0448 eV


Entry 3:
ORCA calculation (ωB97M-V with the def2-TZVPD basis set) on a 5-piece molecular cluster, C10H30O10 overall at a distorted geometry.

```
50
Properties=species:S:1:pos:R:3:lowdin_charge:R:1
O -0.0315 1.0145 3.9653 -0.0523
C -0.1395 0.0055 5.0343 -0.1318
C 1.0945 -1.0305 4.9113 -0.3143
O 1.1685 -1.9345 5.8683 -0.0448
H -0.3365 0.5895 3.1933 0.0254
H -0.0765 0.2705 5.9913 0.0697
H -1.0365 -0.4355 4.9563 0.0752
H 2.0545 -0.5455 4.8523 0.1012
H 1.0895 -1.4705 3.8633 0.1234
H 1.5665 -2.7995 5.6063 0.1282
O 4.5105 0.1465 -0.1957 -0.0402
C 5.0915 0.8195 0.9063 -0.2543
C 4.1105 1.1255 2.0273 -0.2273
O 4.8445 1.6865 3.1333 -0.0279
H 5.1655 0.0025 -0.8137 0.0438
H 5.8775 0.1935 1.3863 0.1337
H 5.5085 1.7205 0.5383 0.1056
H 3.6215 0.1045 2.2703 0.1441
H 3.3745 1.8095 1.6543 0.1120
H 4.6075 2.5595 3.0703 0.0326
O 1.5675 -0.9045 -1.7367 -0.0095
C 0.4135 -0.1525 -1.4017 -0.2366
C -0.0525 -0.3695 0.0493 -0.3490
O -0.6885 0.6035 0.6103 -0.0730
H 2.3175 -0.4685 -1.5907 -0.0011
H 0.3865 0.9685 -1.5817 0.1256
H -0.3215 -0.2045 -2.2867 0.1271
H 0.9705 -0.4775 0.7663 0.1799
H -0.8425 -1.2065 0.2003 0.1381
H -1.1565 1.1285 -0.1107 0.1172
O -3.6065 -1.9105 -3.8507 -0.0767
C -2.1605 -2.2075 -4.0817 -0.1655
C -1.5285 -3.0185 -2.9907 -0.2723
O -0.1635 -3.0225 -3.1057 0.0076
H -4.0505 -2.7315 -3.6917 0.0564
H -2.0395 -2.4725 -4.9957 0.0403
H -1.5405 -1.1645 -4.1937 0.1629
H -1.8775 -3.9875 -3.0147 0.1040
H -1.7065 -2.6185 -2.0477 0.1031
H 0.0755 -2.4285 -2.4827 -0.0123
O -5.4575 1.9695 -1.9487 -0.1029
C -4.1065 2.2655 -1.4467 -0.2219
C -3.0685 2.2365 -2.4777 -0.3685
O -1.8765 2.5615 -2.0317 -0.0525
H -5.4895 1.4005 -2.7447 0.0924
H -3.9895 3.1285 -0.7317 0.1398
H -4.1615 1.4195 -0.7057 0.1310
H -3.3475 3.0015 -3.3907 0.1822
H -2.8905 1.3295 -2.9797 0.1006
H -1.6735 3.5025 -2.2247 0.1316
```

HOMO level: -9.8 eV
SMILES: OCCO.OCCO.OCCO.OCCO.OCCO
Frontier orbital gap: 10.1562 eV


In order of appearance, energy above the lowest of the compared OMol25 structures with the same formula, charge and spin = 1.5585, 3.6912, 6.6090 eV.
In order of appearance, E = -3862.78163, -1279.24531, -1151.08793 hartree.